A structure of composition C30H45BrN4OP2Pb in a non-equilibrium geometry. Source: the Open Molecules 2025 dataset; level of theory: wB97M-V/def2-TZVPD.

Structure (XYZ):
```
84
Properties=species:S:1:pos:R:3:forces:R:3
C 4.25191 -0.49946 -2.99587 -0.6904 0.0652 0.3367
C 3.98261 0.88250 -2.99404 0.1883 -0.2967 -0.6953
C 3.26033 1.43371 -4.07414 -0.4859 -0.2913 0.6269
C 2.52502 0.54097 -4.86148 0.4677 -0.0099 0.3952
N 2.54906 -0.77735 -4.64268 0.2636 -0.3451 -0.6149
C 3.46528 -1.30259 -3.82467 0.2158 0.6890 0.0266
C 4.21474 1.60604 -1.77769 -0.4371 0.4068 2.0212
C 4.06976 1.98605 -0.61639 0.3902 0.4192 -2.4830
C 3.61337 2.54303 0.60780 -0.1335 -0.3649 -0.2453
C 2.21392 2.65331 0.76421 0.3366 0.1717 0.2947
C 1.65347 2.54328 2.04803 -0.4570 -0.8191 -0.1933
C 2.58128 2.43633 3.05176 0.4684 1.2137 -1.3101
C 3.90996 2.75288 2.99818 0.7949 -0.8371 0.5017
C 4.46198 2.79202 1.69632 -0.6383 0.1990 0.1035
Pb 2.27142 0.05733 3.84532 -0.9341 -2.4089 1.6808
P -0.62079 -1.30820 -1.22695 -1.1204 -2.3767 -3.6639
H 3.11812 2.50622 -4.19174 0.1638 -0.2172 0.0652
H 4.89497 -0.94726 -2.24159 -0.0430 0.1391 -0.1988
H 1.86514 0.91062 -5.65476 0.2324 -0.1886 0.3116
H 3.56319 -2.39160 -3.78542 -0.1286 0.3306 -0.1040
H 5.52226 2.98229 1.51579 -0.2346 -0.0212 0.3579
H 1.57183 2.74313 -0.11532 0.2900 -0.1658 0.3963
H 4.54593 2.89858 3.87452 -0.0737 -0.2643 -0.2120
H 0.57409 2.45456 2.18322 0.3791 -0.0930 0.0282
C -2.27442 -2.14900 -1.07202 0.0788 0.5900 1.6264
C -3.07294 -2.47970 -2.32569 -0.0514 -0.0418 -0.7577
H -2.85180 -1.44940 -0.44409 -0.1239 -0.3454 -0.0682
H -2.10590 -3.05431 -0.46913 -0.0177 0.3219 -0.0233
H -4.06398 -2.84216 -2.02290 0.2495 0.1268 0.0984
H -3.23243 -1.60622 -2.96762 0.0192 -0.1978 0.1188
H -2.61761 -3.27815 -2.92529 -0.0599 0.3056 0.2128
C -0.71625 -0.38651 -2.84570 0.1624 1.5644 1.0379
C -0.57251 -1.14941 -4.15543 0.1515 -0.9748 -0.3326
H 0.10449 0.34683 -2.76387 -0.2032 -0.0065 -0.2496
H -1.65710 0.18817 -2.83014 0.2490 -0.1252 0.1354
H -0.78372 -0.45990 -4.98498 -0.0050 0.0017 0.3296
H 0.45488 -1.50392 -4.31370 -0.3486 0.0573 0.0762
H -1.26963 -1.99191 -4.25234 0.1991 0.3601 0.0496
C 0.54867 -2.69865 -1.58025 1.1055 0.7138 1.2783
C 0.01915 -3.94255 -2.27316 -0.6869 -0.3503 -0.3999
H 0.91811 -2.96661 -0.57674 0.1712 -0.1365 -0.2729
H 1.40335 -2.27672 -2.12811 -0.1861 0.0804 0.1866
H 0.81846 -4.69163 -2.31424 -0.0387 0.2330 0.1366
H -0.81925 -4.39354 -1.73385 0.1631 0.0050 -0.1108
H -0.28982 -3.75945 -3.30798 0.0813 0.0336 0.3009
Br 1.50101 -1.33848 5.99382 0.6403 1.0188 -0.7937
P -1.94044 2.25933 0.33261 -2.4189 3.5245 -0.3080
C -3.24282 2.33368 -0.99295 0.6265 -1.4138 -0.7132
C -4.55347 3.04135 -0.66954 -0.3520 0.4277 0.5688
H -3.43969 1.27145 -1.22764 -0.1639 0.3656 -0.1816
H -2.77202 2.78001 -1.88266 0.0329 -0.2926 0.2714
H -5.22711 2.93917 -1.52906 0.2374 -0.1121 0.0811
H -5.06518 2.59932 0.19329 0.0607 0.1412 -0.2427
H -4.43152 4.11929 -0.49683 0.0584 -0.3770 -0.0232
C -2.86122 2.55886 1.90631 0.4335 -1.6329 0.5537
C -3.09810 3.98323 2.37438 0.0595 0.8407 -0.1419
H -2.26219 2.02094 2.65842 -0.2962 0.1099 0.1440
H -3.81124 2.01659 1.82517 0.2544 -0.0634 -0.0210
H -3.60241 3.96037 3.34600 0.0902 -0.2183 -0.1151
H -2.16823 4.53935 2.51834 -0.1237 -0.0310 -0.0341
H -3.74876 4.55572 1.70664 0.1683 -0.1958 0.0654
C -0.98574 3.82296 0.05677 1.5224 -0.9218 0.2041
C -1.68703 5.02282 -0.56099 -0.7150 0.3252 -0.2423
H -0.16109 3.51737 -0.60436 -0.1397 0.2807 0.0328
H -0.52377 4.09045 1.01698 -0.0942 -0.0706 -0.1833
H -0.95004 5.82581 -0.68705 -0.0254 -0.2612 0.0562
H -2.08532 4.79332 -1.55451 0.0457 0.1387 0.2086
H -2.48934 5.42804 0.06675 0.2208 -0.1999 -0.1874
C 2.73430 -4.71199 3.30536 0.5397 -0.2994 -0.1583
N 1.44360 -4.06819 3.54155 0.4122 0.6102 0.0618
C 0.48363 -4.72023 4.26063 -0.5013 0.5844 -0.2702
C -0.72505 -4.12302 4.43679 0.1173 -0.2461 -0.1447
C -0.92202 -2.86923 3.79724 -0.9662 0.2785 0.1071
N 0.07777 -2.16220 3.25706 0.7865 -0.2965 -0.4847
C 1.27762 -2.75670 3.16035 -0.5841 -0.2883 0.7125
O 2.31671 -2.09729 2.77896 -0.1826 1.1796 0.1207
N -2.15524 -2.32801 3.74224 0.2847 -0.0831 -0.1076
H 3.55104 -4.05824 3.62210 -0.1914 -0.1907 0.0284
H 2.84719 -4.92452 2.23647 0.0042 -0.0013 0.2569
H 2.75100 -5.64844 3.86922 0.1286 0.2263 -0.1729
H 0.75308 -5.70394 4.64127 -0.1533 0.2256 -0.1062
H -1.54158 -4.60527 4.96085 0.1885 -0.0110 0.0140
H -2.95572 -2.82136 4.10891 0.0931 0.0388 0.0279
H -2.32921 -1.49393 3.19588 0.1790 -0.2593 0.3184
```
Positions in Å, forces in eV/Å.

- total charge = +4
- M (g mol⁻¹) = 826.8
- HOMO-LUMO gap (spin up / spin down) (eV) = 3.75 / 3.76
- relative energy (zero: lowest compared OMol25 entry of this formula, charge and spin) (kcal/mol) = 100.4
- electronic energy (eV) = -133669.32034
- LUMO energy (spin up / spin down) (eV) = -14.52 / -14.51